# C42H123N21O15

A cluster of 15 separate species, C42H123N21O15 in total at a distorted geometry (the ωB97M-V functional and the def2-TZVPD basis, the OMol25 dataset).

Last column: Mulliken charge in e.
Element x y z (Å)
C  -1.46  2.27  3.71  -0.579
C  -1.96  3.67  3.73  0.535
C  -0.94  4.57  4.59  -1.236
O  0.21  4.81  3.79  0.024
C  1.02  5.76  4.43  -0.959
N  -2.32  4.23  2.43  -0.440
H  -2.18  1.60  3.24  -0.436
H  -1.30  1.94  4.74  0.728
H  -0.48  2.26  3.15  -0.210
H  -2.88  3.74  4.42  0.396
H  -0.71  4.08  5.61  0.362
H  -1.52  5.49  4.77  0.480
H  1.96  5.75  3.90  0.266
H  1.28  5.43  5.45  0.361
H  0.57  6.74  4.47  0.279
H  -1.49  4.72  1.99  0.156
H  -2.81  5.06  2.78  0.368
C  3.20  -5.54  -2.55  -1.743
C  3.03  -4.03  -2.76  0.519
C  2.37  -3.30  -1.55  0.916
O  1.22  -4.03  -1.25  -0.550
C  0.31  -3.42  -0.37  0.998
N  4.22  -3.35  -3.12  -0.287
H  3.53  -5.89  -3.53  0.540
H  2.37  -6.18  -2.49  0.333
H  3.95  -5.72  -1.77  0.303
H  2.26  -3.86  -3.50  -0.041
H  2.21  -2.20  -1.79  -0.440
H  3.11  -3.32  -0.71  -0.350
H  -0.02  -2.54  -0.78  -0.239
H  0.69  -3.36  0.63  -0.659
H  -0.58  -4.10  -0.31  0.276
H  4.21  -2.97  -4.06  0.184
H  5.02  -3.97  -3.15  0.281
C  -0.44  0.59  -1.25  -0.407
C  -0.95  0.59  0.16  1.542
C  0.18  0.54  1.24  -0.531
O  0.88  -0.68  0.87  0.619
C  2.01  -0.80  1.68  0.638
N  -1.85  1.76  0.29  1.376
H  0.28  -0.23  -1.39  -0.092
H  0.11  1.48  -1.50  -0.012
H  -1.20  0.51  -2.09  -0.369
H  -1.59  -0.32  0.36  -0.217
H  -0.16  0.49  2.22  0.981
H  0.82  1.41  1.10  -0.525
H  1.77  -0.97  2.73  0.520
H  2.66  0.07  1.55  -1.177
H  2.47  -1.73  1.34  -0.587
H  -1.23  2.56  0.21  -0.702
H  -2.06  1.80  1.29  -1.153
C  2.05  1.74  -3.52  0.044
C  2.83  1.08  -4.70  0.202
C  2.91  -0.45  -4.37  1.825
O  3.73  -1.21  -5.29  -0.519
C  5.03  -0.66  -5.46  -0.641
N  2.09  1.38  -5.96  -0.658
H  2.08  2.83  -3.56  0.543
H  2.43  1.37  -2.58  -0.333
H  1.02  1.41  -3.56  -0.716
H  3.83  1.50  -4.84  0.797
H  1.92  -0.96  -4.38  -0.909
H  3.32  -0.51  -3.38  -0.793
H  5.74  -1.37  -5.94  0.298
H  5.51  -0.44  -4.48  0.149
H  5.01  0.26  -6.08  0.337
H  2.70  1.31  -6.79  0.285
H  1.30  0.76  -6.06  0.234
C  -5.05  2.32  2.83  -1.359
C  -4.72  0.97  2.24  2.186
C  -5.52  -0.13  3.07  -1.323
O  -5.22  -1.45  2.63  0.145
C  -6.03  -2.44  3.27  -0.970
N  -4.91  0.80  0.81  0.579
H  -6.04  2.65  2.54  0.457
H  -4.30  3.06  2.54  0.181
H  -5.01  2.32  3.94  0.397
H  -3.62  0.81  2.42  -1.817
H  -6.58  0.05  2.93  0.550
H  -5.15  0.03  4.14  0.248
H  -7.08  -2.23  3.12  0.375
H  -5.94  -2.30  4.39  0.285
H  -5.69  -3.45  2.92  0.223
H  -4.22  1.27  0.29  -0.260
H  -5.86  1.16  0.67  0.213
C  3.54  -1.05  5.93  -1.405
C  4.34  -0.63  4.64  3.544
C  4.97  0.71  4.94  -1.157
O  3.97  1.85  4.96  -0.473
C  3.46  2.14  3.62  0.847
N  5.35  -1.55  4.28  -0.777
H  4.22  -1.53  6.62  0.402
H  2.91  -1.93  5.79  0.209
H  2.89  -0.24  6.36  0.305
H  3.64  -0.46  3.79  -1.925
H  5.80  0.91  4.24  0.278
H  5.33  0.61  5.96  0.468
H  2.38  2.21  3.68  -0.166
H  3.72  1.38  2.91  -0.658
H  3.91  3.05  3.24  0.287
H  4.88  -2.41  4.05  0.115
H  6.09  -1.78  4.93  0.260
C  6.30  2.63  -1.23  -1.727
C  4.83  2.86  -0.76  0.476
C  4.26  1.57  -0.20  0.168
O  4.31  0.58  -1.19  0.300
C  5.08  -0.53  -0.76  -0.527
N  4.74  3.96  0.17  -0.528
H  6.40  1.94  -2.09  0.232
H  6.88  2.11  -0.49  0.455
H  6.86  3.52  -1.55  0.404
H  4.19  3.15  -1.59  -0.025
H  3.19  1.81  0.01  -1.103
H  4.78  1.29  0.72  1.020
H  6.02  -0.13  -0.49  0.478
H  5.10  -1.21  -1.58  -0.004
H  4.56  -0.96  0.17  -0.187
H  5.56  3.81  0.82  0.322
H  5.09  4.78  -0.25  0.259
C  -2.30  -4.24  2.63  -1.390
C  -1.19  -3.41  3.24  2.638
C  -1.81  -2.23  4.10  -0.845
O  -2.62  -2.72  5.20  -0.433
C  -2.92  -1.65  6.00  -0.610
N  -0.21  -4.38  3.97  -0.664
H  -2.70  -4.99  3.36  0.330
H  -1.91  -4.89  1.84  0.446
H  -3.07  -3.63  2.23  0.124
H  -0.51  -2.90  2.55  -1.382
H  -2.34  -1.60  3.39  0.074
H  -1.07  -1.51  4.39  0.645
H  -3.62  -2.05  6.73  0.291
H  -3.38  -0.83  5.45  0.121
H  -2.03  -1.26  6.53  0.370
H  -0.74  -4.88  4.67  0.255
H  0.53  -3.90  4.33  0.023
C  -2.46  -1.92  -3.10  -0.188
C  -1.42  -2.68  -3.87  0.644
C  -2.20  -3.43  -5.00  -1.132
O  -3.15  -4.32  -4.46  -0.312
C  -2.59  -5.50  -4.02  -0.580
N  -0.30  -1.87  -4.47  0.018
H  -3.25  -2.61  -2.73  0.108
H  -2.94  -1.11  -3.66  0.384
H  -1.99  -1.52  -2.25  -0.632
H  -0.97  -3.46  -3.29  -0.257
H  -1.50  -3.94  -5.65  0.525
H  -2.77  -2.67  -5.56  0.291
H  -1.66  -5.27  -3.35  0.130
H  -2.42  -6.21  -4.80  0.315
H  -3.32  -6.05  -3.34  0.229
H  0.22  -2.42  -5.10  0.276
H  -0.65  -1.10  -5.00  0.208
C  0.83  4.52  -0.10  0.314
O  -0.27  4.99  0.16  -0.828
N  1.41  4.42  -1.38  -0.215
N  1.69  4.13  0.92  0.307
H  2.23  3.89  -1.49  -0.044
H  0.90  4.60  -2.21  0.269
H  1.57  4.46  1.92  -0.089
H  2.66  4.08  0.56  0.042
C  -1.44  1.95  -5.26  0.393
O  -1.15  0.76  -5.58  -0.857
N  -2.71  2.24  -4.84  -0.212
N  -0.57  2.96  -5.36  -0.319
H  -3.46  1.63  -4.95  0.262
H  -2.95  3.23  -4.70  0.081
H  -0.63  3.79  -4.81  0.261
H  0.31  2.51  -5.62  0.292
C  -5.77  -2.12  -1.74  0.246
O  -6.02  -1.00  -2.24  -0.696
N  -5.21  -2.15  -0.43  -0.033
N  -5.76  -3.32  -2.33  -0.428
H  -5.24  -1.23  -0.03  0.045
H  -5.25  -2.96  0.18  0.217
H  -5.08  -4.00  -1.98  0.216
H  -5.87  -3.34  -3.32  0.286
C  2.87  -4.13  2.68  0.548
O  2.73  -3.29  3.55  -0.460
N  2.03  -5.15  2.43  -0.553
N  3.99  -4.15  1.93  -0.349
H  1.05  -5.05  2.88  0.383
H  2.13  -5.52  1.50  0.256
H  4.22  -4.72  1.13  0.213
H  4.51  -3.30  2.07  0.091
C  -5.10  2.28  -2.31  0.188
O  -5.17  3.33  -1.70  -0.681
N  -4.13  1.29  -2.14  1.222
N  -6.05  1.91  -3.37  -0.500
H  -4.58  0.38  -1.86  -0.046
H  -3.37  1.57  -1.46  -0.821
H  -6.14  0.91  -3.51  0.277
H  -6.99  2.18  -3.12  0.296
C  -2.13  4.95  -2.82  0.634
O  -1.02  5.30  -3.26  -0.763
N  -3.20  5.03  -3.71  -0.530
N  -2.37  4.48  -1.57  0.106
H  -3.15  5.58  -4.58  0.267
H  -4.13  5.15  -3.22  0.199
H  -3.29  4.11  -1.38  0.030
H  -1.68  4.62  -0.85  0.002

Calculated values
HOMO = -8.390 eV
multiplicity = 1
charge = 0
LUMO energy = 0.5 eV
HOMO-LUMO gap = 8.89 eV


# C42H123N9O15

A cluster of 15 separate species, C42H123N9O15 in total at a distorted geometry (the ωB97M-V functional and the def2-TZVPD basis, the OMol25 dataset).

Last column: Mulliken charge in e.
Element x y z (Å)
C  2.42  8.58  -5.91  -1.263
C  2.82  7.04  -6.11  0.440
C  1.62  6.12  -6.03  -0.738
O  0.93  6.31  -4.85  -0.298
C  -0.38  5.66  -4.87  -0.754
N  3.62  6.91  -7.34  -0.750
H  3.35  9.14  -5.92  0.353
H  1.92  8.73  -4.95  0.316
H  1.79  8.93  -6.73  0.313
H  3.45  6.74  -5.27  0.226
H  1.91  5.07  -6.08  0.376
H  0.95  6.25  -6.89  0.388
H  -0.82  5.73  -3.88  0.242
H  -0.31  4.60  -5.12  0.297
H  -0.99  6.20  -5.60  0.326
H  4.56  7.25  -7.14  0.273
H  3.79  5.92  -7.41  0.254
C  7.00  -0.13  -6.71  -1.228
C  5.52  -0.08  -7.21  0.286
C  5.44  0.15  -8.76  -0.614
O  5.99  1.43  -9.09  -0.318
C  6.07  1.67  -10.51  -0.748
N  4.88  -1.28  -6.71  -0.674
H  7.63  0.69  -7.07  0.310
H  7.41  -1.10  -6.98  0.337
H  7.10  -0.12  -5.62  0.353
H  4.93  0.70  -6.72  0.264
H  4.45  0.12  -9.23  0.364
H  6.05  -0.62  -9.22  0.286
H  5.08  1.87  -10.91  0.304
H  6.46  0.80  -11.04  0.301
H  6.63  2.54  -10.84  0.268
H  5.54  -2.01  -6.93  0.269
H  4.03  -1.53  -7.20  0.240
C  4.31  7.29  11.26  -1.287
C  3.44  6.05  11.45  0.430
C  3.76  4.89  10.49  -0.734
O  3.46  5.24  9.14  -0.290
C  3.53  4.10  8.31  -0.801
N  3.42  5.54  12.81  -0.685
H  4.54  7.43  10.21  0.336
H  5.32  7.17  11.65  0.335
H  3.80  8.15  11.71  0.298
H  2.37  6.24  11.32  0.288
H  3.15  4.00  10.67  0.381
H  4.79  4.59  10.63  0.308
H  2.79  3.37  8.66  0.331
H  4.51  3.64  8.18  0.299
H  3.13  4.31  7.32  0.275
H  2.69  4.85  12.92  0.264
H  4.31  5.10  13.02  0.252
C  1.83  8.93  1.80  -1.380
C  0.46  9.33  2.26  0.748
C  0.33  10.47  3.26  -0.907
O  0.93  10.34  4.56  -0.356
C  0.27  9.42  5.46  -0.702
N  -0.35  9.63  1.11  -0.636
H  2.53  8.59  2.56  0.325
H  2.30  9.79  1.33  0.314
H  1.82  8.16  1.03  0.373
H  -0.06  8.50  2.74  0.074
H  -0.69  10.83  3.45  0.448
H  0.78  11.37  2.85  0.369
H  -0.75  9.79  5.63  0.312
H  0.80  9.45  6.41  0.263
H  0.16  8.37  5.19  0.280
H  -0.15  10.56  0.78  0.249
H  -0.20  8.99  0.34  0.230
C  -8.54  -8.72  1.06  -1.410
C  -8.00  -7.30  0.65  0.568
C  -6.54  -7.21  0.97  -0.772
O  -6.38  -6.92  2.32  -0.323
C  -5.04  -6.94  2.72  -0.724
N  -8.35  -7.16  -0.75  -0.788
H  -8.30  -9.55  0.39  0.354
H  -9.63  -8.72  1.09  0.379
H  -8.20  -8.90  2.08  0.342
H  -8.59  -6.52  1.15  0.260
H  -6.15  -6.31  0.50  0.352
H  -5.89  -8.01  0.61  0.370
H  -4.55  -7.87  2.43  0.309
H  -4.97  -6.89  3.81  0.249
H  -4.55  -6.09  2.25  0.297
H  -8.24  -6.18  -0.96  0.265
H  -9.35  -7.28  -0.79  0.271
C  2.31  1.54  0.06  -1.341
C  1.93  0.20  0.58  0.531
C  0.52  -0.20  0.06  -0.865
O  -0.62  0.64  0.32  -0.361
C  -1.00  0.54  1.68  -0.722
N  2.88  -0.78  0.11  -0.719
H  1.56  2.26  0.39  0.318
H  2.28  1.59  -1.03  0.336
H  3.29  1.83  0.44  0.359
H  1.90  0.15  1.67  0.272
H  0.21  -1.20  0.37  0.494
H  0.45  -0.27  -1.02  0.322
H  -1.89  1.14  1.87  0.269
H  -0.27  0.97  2.37  0.267
H  -1.21  -0.51  1.91  0.310
H  2.94  -0.74  -0.89  0.282
H  2.49  -1.70  0.23  0.251
C  -5.00  -4.83  -9.25  -1.280
C  -4.79  -5.75  -8.04  0.367
C  -5.39  -5.06  -6.79  -0.666
O  -5.02  -3.61  -6.60  -0.366
C  -3.70  -3.51  -6.11  -0.753
N  -5.55  -7.01  -8.36  -0.744
H  -4.79  -5.33  -10.19  0.401
H  -4.33  -3.98  -9.17  0.309
H  -6.01  -4.44  -9.32  0.331
H  -3.73  -5.92  -7.87  0.258
H  -5.15  -5.52  -5.83  0.384
H  -6.48  -5.12  -6.85  0.340
H  -3.54  -3.97  -5.13  0.318
H  -3.38  -2.47  -6.01  0.285
H  -2.96  -3.97  -6.77  0.279
H  -6.48  -6.76  -8.65  0.279
H  -5.76  -7.52  -7.52  0.257
C  -8.08  0.99  -0.88  -1.349
C  -8.47  -0.38  -0.40  0.346
C  -9.50  -0.36  0.80  -0.720
O  -10.84  0.00  0.37  -0.310
C  -11.79  -0.27  1.40  -0.745
N  -8.96  -1.18  -1.53  -0.672
H  -8.96  1.59  -1.11  0.300
H  -7.49  0.92  -1.79  0.401
H  -7.41  1.44  -0.15  0.321
H  -7.54  -0.88  -0.14  0.293
H  -9.11  0.33  1.54  0.371
H  -9.40  -1.32  1.32  0.411
H  -12.81  -0.14  1.04  0.253
H  -11.66  0.35  2.28  0.289
H  -11.69  -1.32  1.68  0.324
H  -9.85  -0.82  -1.84  0.254
H  -8.34  -1.13  -2.32  0.236
C  1.20  -8.33  -3.21  -1.431
C  1.12  -8.69  -1.76  0.436
C  1.46  -10.20  -1.54  -0.569
O  0.46  -11.00  -2.18  -0.318
C  0.72  -12.38  -1.92  -0.735
N  2.00  -7.73  -0.99  -0.723
H  0.25  -8.59  -3.67  0.295
H  2.04  -8.76  -3.74  0.300
H  1.37  -7.25  -3.29  0.454
H  0.13  -8.47  -1.36  0.342
H  1.47  -10.29  -0.45  0.306
H  2.47  -10.40  -1.90  0.310
H  0.17  -12.66  -1.03  0.277
H  1.76  -12.70  -1.92  0.312
H  0.23  -13.02  -2.65  0.271
H  2.97  -7.96  -1.13  0.227
H  1.83  -7.92  -0.01  0.247
C  -5.46  6.78  3.04  -0.472
O  -5.42  7.92  2.11  -0.509
H  -5.96  7.05  3.97  0.224
H  -6.06  5.95  2.67  0.221
H  -4.47  6.36  3.25  0.224
H  -4.52  8.11  1.84  0.308
C  3.73  -5.74  5.24  -0.474
O  2.49  -6.21  4.80  -0.498
H  4.17  -4.93  4.67  0.197
H  3.68  -5.47  6.30  0.229
H  4.43  -6.58  5.15  0.241
H  2.12  -6.74  5.51  0.305
C  -3.35  4.16  9.50  -0.460
O  -3.90  3.01  10.21  -0.506
H  -3.03  3.83  8.51  0.202
H  -4.09  4.92  9.27  0.241
H  -2.49  4.50  10.08  0.226
H  -4.21  3.32  11.06  0.297
C  9.26  4.14  4.71  -0.489
O  9.17  2.95  5.48  -0.508
H  8.32  4.35  4.21  0.237
H  9.51  4.97  5.37  0.217
H  10.05  4.14  3.96  0.239
H  8.76  2.22  5.01  0.303
C  8.63  -2.35  2.96  -0.527
O  7.64  -1.35  3.03  -0.485
H  9.42  -2.07  2.26  0.238
H  9.03  -2.50  3.96  0.222
H  8.20  -3.32  2.74  0.246
H  7.07  -1.47  2.27  0.303
C  8.08  -6.09  -2.03  -0.444
O  7.77  -6.97  -0.93  -0.510
H  7.99  -6.81  -2.85  0.228
H  7.36  -5.28  -2.11  0.196
H  9.10  -5.73  -1.91  0.228
H  8.57  -7.44  -0.71  0.302

Calculated values
HOMO = -9.030 eV
multiplicity = 1
charge = 0
LUMO energy = 0.2 eV
HOMO-LUMO gap = 9.26 eV


# C42H30CoN4O6PS

A structure of composition C42H30CoN4O6PS (the ωB97M-V functional and the def2-TZVPD basis, the OMol25 dataset).

Last column: Mulliken charge in e.
Element x y z (Å)
Co  -0.62  1.07  -0.12  -0.105
C  1.96  -1.75  -6.60  -0.788
O  1.98  -3.07  -6.08  -0.456
C  2.52  -3.25  -4.85  0.900
C  2.46  -4.55  -4.34  -0.710
C  2.97  -4.82  -3.09  -0.086
C  3.50  -3.80  -2.31  -0.405
C  3.63  -2.52  -2.84  -0.310
C  3.14  -2.25  -4.11  -0.338
N  4.00  -4.19  -1.02  -0.513
N  3.93  -3.46  -0.02  -0.539
C  3.14  -2.27  0.04  0.074
C  3.72  -1.19  0.67  -0.360
C  3.13  0.08  0.70  -1.027
C  1.89  0.27  0.11  0.942
O  1.25  1.41  0.03  -0.831
C  1.22  -0.88  -0.43  0.034
N  -0.06  -0.65  -0.87  -0.190
C  -0.75  -1.65  -1.35  -0.257
C  -0.27  -2.97  -1.34  -1.396
C  0.98  -3.23  -0.87  -0.762
C  1.81  -2.16  -0.45  1.430
H  1.41  -1.80  -7.53  0.238
H  2.97  -1.38  -6.80  0.327
H  1.45  -1.06  -5.92  0.310
H  2.02  -5.33  -4.95  0.444
H  2.95  -5.82  -2.69  0.456
H  4.11  -1.73  -2.28  0.492
H  3.26  -1.25  -4.51  0.419
H  4.69  -1.34  1.11  0.438
H  3.61  0.91  1.20  0.614
H  -1.73  -1.42  -1.74  0.730
H  -0.92  -3.76  -1.69  0.567
H  1.35  -4.24  -0.81  0.662
O  -2.03  1.92  -2.01  -0.691
C  -2.23  1.55  -0.88  0.413
C  -3.46  1.76  -0.07  0.076
C  -4.58  2.48  -0.47  -1.023
C  -5.63  2.61  0.42  -0.649
C  -5.58  2.02  1.67  -0.832
C  -4.46  1.29  2.07  -0.710
C  -3.39  1.18  1.20  0.187
P  -1.86  0.24  1.39  3.525
C  -2.51  -1.47  1.29  0.759
C  -2.14  -2.45  2.20  -0.376
C  -2.65  -3.74  2.07  -0.859
C  -3.53  -4.05  1.05  -0.590
C  -3.91  -3.07  0.15  -0.904
C  -3.40  -1.78  0.27  -0.484
C  -1.08  0.41  3.00  0.395
C  -1.56  1.27  3.98  -0.728
C  -0.87  1.42  5.16  -0.780
C  0.32  0.74  5.36  -0.689
C  0.83  -0.09  4.37  -1.000
C  0.13  -0.26  3.19  -0.677
H  -4.60  2.93  -1.46  0.546
H  -6.51  3.18  0.13  0.421
H  -6.42  2.12  2.35  0.455
H  -4.44  0.82  3.05  0.586
H  -1.47  -2.23  3.01  0.398
H  -2.36  -4.50  2.79  0.452
H  -3.92  -5.05  0.95  0.415
H  -4.61  -3.30  -0.65  0.424
H  -3.72  -1.02  -0.44  0.449
H  -2.45  1.86  3.80  0.419
H  -1.23  2.11  5.92  0.408
H  0.88  0.88  6.28  0.396
H  1.78  -0.60  4.51  0.447
H  0.54  -0.88  2.41  0.758
O  1.44  5.45  3.58  -0.708
S  1.75  4.35  2.72  1.161
O  2.94  3.58  2.99  -0.672
N  0.46  3.34  2.59  -0.320
C  0.02  3.31  1.37  -0.285
O  -0.99  2.58  1.01  -0.468
C  0.71  4.21  0.40  0.982
C  0.43  4.44  -0.94  -0.249
C  1.23  5.34  -1.62  -0.831
C  2.28  6.01  -0.98  -0.482
C  2.55  5.78  0.36  -0.594
C  1.74  4.88  1.02  -0.178
H  -0.38  3.92  -1.44  0.448
H  1.04  5.54  -2.67  0.422
H  2.88  6.71  -1.54  0.388
H  3.35  6.29  0.87  0.448

Calculated values
HOMO (alpha / beta) = -7.466 / -7.466 eV
multiplicity = 1
charge = 0
LUMO energy (alpha / beta) = -0.8 / -0.8 eV
HOMO-LUMO gap (alpha / beta) = 6.71 / 6.70 eV


Relative energy (zero: lowest compared OMol25 entry of this formula, charge and spin) (kJ/mol)
63.9 716.3 36.2